Formula: C9H15FN2NiO5P2
Source: the Open Molecules 2025 dataset
Level of theory: ωB97M-V/def2-TZVPD

Results
Total charge: +2
Multiplicity: 3

Structure (XYZ):
```
35
Properties=species:S:1:pos:R:3:mulliken_charge:R:1
O -0.15 -4.04 1.35 -0.378
C 0.47 -3.27 0.41 0.434
O -0.09 -3.03 -0.93 -0.260
C -1.52 -2.68 -0.88 -0.658
C -1.72 -1.16 -0.28 -0.051
C -1.67 -0.08 -1.52 -0.356
C -1.12 1.41 -1.13 -0.523
N -1.29 1.80 0.31 0.239
C -2.47 1.78 1.26 -0.132
C -1.95 2.36 2.71 -0.588
C -0.37 2.73 2.45 -0.439
C 0.01 2.38 0.89 -0.482
N 1.85 -2.65 0.68 0.138
F 2.70 -3.44 -0.06 -0.072
P 1.84 -0.97 0.00 0.299
P 3.81 -0.36 -0.70 0.863
O 4.46 -1.50 -1.60 -0.475
O 3.76 1.08 -1.73 -0.447
O 4.91 0.01 0.60 -0.452
H -2.17 -3.40 -0.20 0.337
H -1.99 -2.67 -1.98 0.392
H -0.99 -0.89 0.61 0.133
H -2.81 -1.08 0.18 0.315
H -0.91 -0.53 -2.33 0.326
H -2.74 -0.03 -2.02 0.192
H 0.05 1.41 -1.36 0.079
H -1.57 2.23 -1.87 0.369
H -3.51 1.35 0.91 0.413
H -2.59 2.45 3.69 0.363
H 0.42 3.17 3.19 0.334
H 1.02 2.51 0.29 0.377
H 1.42 -0.16 1.16 0.292
H 3.00 1.67 -1.42 0.332
H 5.32 0.91 0.39 0.379
Ni -3.41 2.71 -1.07 0.709
```

***

Formula: C26H52O52S13
Source: the Open Molecules 2025 dataset
Level of theory: ωB97M-V/def2-TZVPD

Results
Total charge: 0
Energy relative to the best compared isomer or geometry (same formula, charge and spin), kJ/mol: 209.8

Structure (XYZ):
```
143
Properties=species:S:1:pos:R:3:mulliken_charge:R:1
C 0.95 4.52 -0.88 0.718
C 0.50 3.89 -2.19 0.539
O 0.57 5.00 -3.09 -0.390
S 1.88 5.84 -2.80 1.026
O 1.66 7.19 -3.16 -0.621
O 3.05 5.15 -3.25 -0.565
O 1.80 5.64 -1.20 -0.239
H 1.51 3.81 -0.27 -0.850
H 0.08 4.88 -0.33 0.404
H -0.50 3.48 -2.07 -0.249
H 1.17 3.13 -2.58 0.169
C -0.06 -0.58 -5.63 -0.020
C -0.70 -0.14 -6.97 -0.470
O -1.27 1.17 -6.73 -0.371
S -1.20 1.56 -5.18 0.643
O -2.32 1.02 -4.48 -0.239
O -0.89 2.93 -5.00 -0.522
O 0.09 0.64 -4.90 -0.083
H 0.88 -1.06 -5.86 0.311
H -0.77 -1.17 -5.05 0.016
H -1.56 -0.73 -7.28 0.292
H -0.04 -0.04 -7.83 0.269
C -2.70 2.28 2.11 0.411
C -2.76 3.74 2.50 0.032
O -3.50 4.35 1.43 -0.416
S -3.15 3.65 0.03 0.949
O -2.08 4.33 -0.63 -0.492
O -4.32 3.30 -0.69 -0.587
O -2.52 2.30 0.69 0.156
H -3.60 1.70 2.32 0.139
H -1.90 1.70 2.58 -0.349
H -1.82 4.29 2.60 -0.048
H -3.24 3.94 3.46 0.391
C -2.88 -4.62 -4.21 -0.409
C -2.36 -5.61 -3.19 -0.325
O -2.94 -5.10 -2.01 -0.328
S -3.01 -3.48 -1.94 0.695
O -1.97 -3.04 -1.09 -0.351
O -4.37 -3.12 -1.71 -0.560
O -2.61 -3.38 -3.52 -0.091
H -3.97 -4.78 -4.25 0.253
H -2.46 -4.46 -5.19 0.316
H -1.27 -5.56 -3.18 0.234
H -2.66 -6.64 -3.35 0.355
C -5.12 0.13 -3.54 -0.089
C -4.67 0.17 -2.03 0.875
O -5.84 0.29 -1.24 -0.090
S -7.17 0.00 -2.16 1.025
O -8.23 0.83 -1.70 -0.574
O -7.41 -1.40 -2.25 -0.569
O -6.47 0.56 -3.46 -0.399
H -4.93 -0.86 -3.94 0.260
H -4.59 0.88 -4.11 0.220
H -4.21 1.16 -2.04 -0.086
H -3.95 -0.57 -1.72 -0.610
C 5.88 4.01 -1.66 -0.384
C 6.60 2.68 -1.58 -0.400
O 5.69 1.73 -1.09 -0.457
S 4.27 2.43 -0.59 1.434
O 4.05 2.08 0.77 -0.796
O 3.29 2.13 -1.58 -0.476
O 4.84 3.94 -0.70 -0.230
H 5.49 4.18 -2.66 0.226
H 6.53 4.86 -1.44 0.393
H 7.51 2.75 -0.96 0.258
H 6.98 2.38 -2.56 0.336
C -2.32 -1.45 7.20 -0.636
C -1.43 -0.43 7.96 -0.407
O -0.74 0.28 6.93 -0.369
S -1.46 0.04 5.53 0.972
O -0.54 0.18 4.46 -0.269
O -2.69 0.78 5.48 -0.703
O -1.76 -1.49 5.88 -0.006
H -3.35 -1.08 7.11 0.292
H -2.32 -2.44 7.64 0.383
H -0.69 -0.97 8.54 0.312
H -2.03 0.25 8.56 0.297
C -1.03 -5.73 3.20 -0.565
C -0.38 -5.49 1.88 0.112
O 0.74 -4.63 2.17 -0.266
S 0.51 -3.82 3.54 0.742
O 0.26 -2.43 3.29 -0.016
O 1.52 -4.25 4.45 -0.589
O -0.96 -4.46 3.86 -0.298
H -0.45 -6.42 3.81 0.350
H -2.04 -6.12 3.10 0.404
H -1.00 -4.98 1.14 -0.131
H -0.02 -6.40 1.40 0.382
C -2.86 -2.10 2.26 1.355
C -3.88 -2.51 3.33 0.094
O -5.08 -1.79 3.05 -0.471
S -5.18 -1.38 1.51 1.509
O -5.56 -0.02 1.49 -0.588
O -5.99 -2.37 0.86 -0.651
O -3.62 -1.53 1.21 -0.191
H -2.26 -2.91 1.85 -0.494
H -2.12 -1.40 2.65 -0.737
H -3.65 -2.26 4.36 -0.046
H -3.97 -3.60 3.38 0.244
C 5.19 -3.34 2.44 -0.576
C 5.48 -2.66 1.08 -0.225
O 4.73 -1.43 1.14 -0.185
S 4.15 -1.14 2.61 0.860
O 2.85 -0.59 2.51 -0.209
O 5.11 -0.55 3.48 -0.646
O 4.02 -2.75 2.91 -0.287
H 6.07 -3.14 3.08 0.306
H 5.31 -4.42 2.33 0.430
H 5.05 -3.23 0.27 0.141
H 6.51 -2.36 0.90 0.332
C 2.77 -1.19 -3.34 0.120
C 3.82 -1.47 -2.27 0.208
O 3.92 -2.91 -2.32 -0.249
S 3.89 -3.39 -3.85 0.907
O 3.35 -4.70 -3.90 -0.539
O 5.14 -3.13 -4.49 -0.575
O 2.87 -2.22 -4.32 -0.301
H 2.75 -0.17 -3.73 0.403
H 1.77 -1.29 -2.91 -0.221
H 3.54 -1.19 -1.27 -0.232
H 4.82 -1.17 -2.62 0.446
C 3.75 4.71 2.37 -0.685
C 3.00 5.87 1.72 -0.071
O 1.66 5.72 2.17 -0.391
S 1.39 4.33 2.95 0.994
O 0.27 3.68 2.35 -0.239
O 1.42 4.44 4.38 -0.641
O 2.77 3.65 2.40 -0.139
H 3.87 4.80 3.47 0.390
H 4.72 4.43 1.98 0.344
H 3.05 5.92 0.63 0.072
H 3.43 6.82 2.05 0.413
C 0.98 0.78 0.30 1.401
C 0.34 -0.38 0.98 -0.020
O -0.66 -0.87 0.08 0.345
S -0.59 -0.16 -1.42 1.225
O -1.42 0.99 -1.48 -0.231
O -0.56 -1.07 -2.51 -0.545
O 0.96 0.33 -1.05 -0.022
H 2.02 0.86 0.62 -0.620
H 0.46 1.73 0.45 -1.155
H 0.07 -0.27 2.03 -0.014
H 1.03 -1.23 0.98 0.053
```

***

Number 1: calculated total energy -85099.74509 eV. Number 2: calculated total energy -275119.89921 eV.